A cluster of 2 separate species, C2H7N3O2 in total in a non-equilibrium geometry, computed with wB97M-V/def2-TZVPD.

The value obtained for the total energy is -395.16252 a.u. As for the HOMO-LUMO gap: 8.578 eV. The value obtained for the HOMO energy is -8.6 eV. As for the LUMO energy: -0.023 eV.

Structure (XYZ):
```
14
C2H7N3O2, DFT wB97M-V/def2-TZVPD
O 1.181 1.557 0.780
C 1.446 1.023 1.949
O 1.405 1.527 3.072
H 1.506 -0.145 1.837
N -1.184 -1.394 -1.514
C -0.526 -0.340 -0.877
N 0.818 -0.210 -0.917
N -1.285 0.493 -0.164
H -0.576 -2.163 -1.697
H -2.117 -1.608 -1.092
H 1.145 0.548 -0.207
H 1.323 -0.970 -1.362
H -2.287 0.597 -0.310
H -0.849 1.085 0.501
```

=====

A structure of composition C2H7N3OP in a non-equilibrium geometry, computed with wB97M-V/def2-TZVPD.

The value obtained for the total energy is -660.88846 a.u. As for the HOMO-LUMO gap: 9.047 eV. Its total charge is +1. The value obtained for the HOMO energy is -13.6 eV. As for the LUMO energy: -4.574 eV.

Structure (XYZ):
```
14
C2H7N3OP, DFT wB97M-V/def2-TZVPD
C 0.907 0.800 -0.046
C -0.432 0.406 1.797
N 1.201 0.144 -2.018
N 0.013 -0.022 0.418
N -0.629 -1.090 -0.185
O 1.345 1.842 0.138
P -0.016 -0.762 -2.321
H -1.208 -0.382 2.149
H 0.403 0.267 2.552
H -0.760 1.500 1.707
H 2.239 0.047 -2.130
H -0.278 -1.912 0.167
H -1.698 -0.997 -0.140
H -1.087 0.158 -2.089
```

=====

A structure of composition C2H7N3OP in a non-equilibrium geometry, computed with wB97M-V/def2-TZVPD.

The value obtained for the total energy is -660.98791 a.u. As for the HOMO-LUMO gap: 9.084 eV. Its total charge is +1. The value obtained for the HOMO energy is -14.5 eV. As for the LUMO energy: -5.400 eV.

Structure (XYZ):
```
14
C2H7N3OP, DFT wB97M-V/def2-TZVPD
C -0.791 -0.218 -0.076
C 1.506 1.199 0.423
N -2.155 -0.242 -0.171
N -0.213 -1.268 0.471
N -0.105 0.806 -0.503
O 2.200 -1.106 -0.746
P 2.830 0.195 -0.395
H 1.228 1.192 1.463
H 1.489 2.252 0.170
H -2.502 -1.207 -0.198
H -2.613 0.278 -0.921
H -0.833 -1.933 1.117
H 0.705 -1.486 0.222
H -0.747 1.537 -0.856
```

=====

The ion C2H7N3OP with charge +1 in a non-equilibrium geometry, computed with wB97M-V/def2-TZVPD.

The value obtained for the total energy is -660.98819 a.u. As for the HOMO-LUMO gap: 10.088 eV. Its total charge is +1. As for the SMILES: C[N+]1=C(N)OPN1. The value obtained for the HOMO energy is -13.7 eV. As for the LUMO energy: -3.565 eV.

Structure (XYZ):
```
14
C2H7N3OP, DFT wB97M-V/def2-TZVPD
C 0.137 0.940 0.009
C -1.074 -1.156 -0.081
N -0.806 1.611 0.535
N 0.090 -0.384 -0.114
N 1.264 -0.918 -0.539
O 1.263 1.481 -0.318
P 2.509 0.284 -0.230
H -1.084 -1.922 0.754
H -2.088 -0.655 0.031
H -1.377 -1.694 -1.021
H -1.760 1.227 0.686
H -0.532 2.589 0.548
H 1.320 -1.520 -1.407
H 2.140 0.117 1.146
```

=====

A cluster of 2 separate species, C2H7N3OP in total in a non-equilibrium geometry, computed with wB97M-V/def2-TZVPD.

The value obtained for the total energy is -660.88375 a.u. As for the HOMO-LUMO gap: 8.395 eV. Its total charge is +1. The value obtained for the HOMO energy is -14.0 eV. As for the LUMO energy: -5.646 eV.

Structure (XYZ):
```
14
C2H7N3OP, DFT wB97M-V/def2-TZVPD
C 0.764 -0.687 0.810
C 1.103 0.935 -0.982
N -0.264 -1.478 1.195
N 0.349 0.570 0.224
N -0.992 0.755 0.299
O 1.924 -0.981 0.929
P -1.800 -0.970 0.860
H 1.243 0.012 -1.740
H 0.600 1.734 -1.511
H 2.014 1.308 -0.664
H -0.021 -2.390 1.535
H -1.410 1.516 1.000
H -1.445 0.905 -0.632
H -2.065 -1.228 -1.321
```

=====

An isolated molecule of C2H7N3OS in a non-equilibrium geometry, computed with wB97M-V/def2-TZVPD.

The value obtained for the total energy is -718.02266 a.u. As for the HOMO-LUMO gap: 9.197 eV. As for the SMILES: CN/C(=N\O)NS. The value obtained for the HOMO energy is -8.4 eV. As for the LUMO energy: 0.806 eV.

Structure (XYZ):
```
14
C2H7N3OS, DFT wB97M-V/def2-TZVPD
C -0.738 0.264 1.724
C 0.244 0.106 -0.466
H -1.658 -0.003 2.216
H 0.066 -0.207 2.239
H -0.596 1.365 1.751
H -1.691 0.045 -0.148
H 2.217 0.244 -0.395
H 1.444 -2.402 -0.946
H -0.976 1.291 -2.943
N -0.826 -0.126 0.316
N 1.482 -0.264 0.038
N 0.281 0.734 -1.606
O -1.063 0.926 -2.059
S 1.814 -1.973 0.279
```

=====

An isolated molecule of C2H7N3OS in a non-equilibrium geometry, computed with wB97M-V/def2-TZVPD.

The value obtained for the total energy is -717.92875 a.u. As for the HOMO-LUMO gap: 9.474 eV. As for the SMILES: N/N=C(/CS)NO. The value obtained for the HOMO energy is -8.8 eV. As for the LUMO energy: 0.699 eV.

Structure (XYZ):
```
14
C2H7N3OS, DFT wB97M-V/def2-TZVPD
C 0.074 -0.082 0.214
C -1.299 -0.375 0.705
H 2.753 -0.190 0.195
H 2.533 -1.641 -0.448
H -1.039 -1.576 1.029
H -1.560 0.022 1.867
H -2.540 -1.156 -1.430
H 0.979 1.141 -1.057
H -0.126 2.829 0.248
N 2.280 -0.675 -0.548
N 0.845 -1.113 -0.026
N 0.511 1.114 -0.159
O -0.470 2.046 -0.169
S -2.941 -0.343 -0.422
```

=====

A structure of composition C2H7N3OS in a non-equilibrium geometry, computed with wB97M-V/def2-TZVPD.

The value obtained for the total energy is -717.87127 a.u. As for the HOMO-LUMO gap: 9.270 eV. The value obtained for the HOMO energy is -8.7 eV. As for the LUMO energy: 0.574 eV.

Structure (XYZ):
```
14
C2H7N3OS, DFT wB97M-V/def2-TZVPD
C 0.043 0.003 0.214
C 1.374 0.429 0.731
H -1.572 -2.141 0.213
H -3.036 -0.761 0.704
H 1.255 -0.110 1.626
H 2.141 0.052 -0.002
H 0.109 2.251 1.470
H -1.131 -0.037 -1.349
H 1.546 -0.593 -2.219
N -2.045 -0.958 0.025
N -0.996 -0.256 0.862
N -0.122 -0.358 -1.175
O 0.878 0.300 -2.007
S 1.558 2.180 0.906
```

=====

> Which of these has the highest HOMO-LUMO gap?

number 4

=====

> Among the records above, which one has the lowest HOMO-LUMO gap?

number 5